Entry i
This record from the Open Molecules 2025 dataset describes a molecular structure, C49H38N5O5P2RuS2. The level of theory is the ωB97M-V functional and the def2-TZVPD basis.

Last column: Mulliken spin population.
Positions of all 102 atoms, in Å:
Ru (0.5426, -0.8549, 0.2707)  3.658
O (-0.1953, 2.1769, -1.6911)  0.039
C (-0.1899, 3.3113, -0.8892)  0.046
C (-0.9456, 4.4469, -1.1520)  0.000
C (-0.7729, 5.5756, -0.3656)  0.004
C (0.1550, 5.5857, 0.6676)  0.000
C (0.8666, 4.4338, 0.9489)  0.000
C (0.6744, 3.2693, 0.2021)  -0.012
P (1.5862, 1.7445, 0.5679)  0.223
C (2.0401, 2.0274, 2.3079)  0.058
C (3.3413, 1.9351, 2.7909)  0.007
C (3.6193, 2.2395, 4.1181)  -0.004
C (2.6001, 2.6206, 4.9759)  0.008
C (1.2908, 2.6734, 4.5113)  -0.002
C (1.0121, 2.3767, 3.1893)  0.035
C (3.0618, 1.9401, -0.4694)  -0.077
C (3.0308, 1.3281, -1.7171)  0.020
C (4.0347, 1.5655, -2.6454)  0.012
C (5.0788, 2.4200, -2.3301)  0.002
C (5.1034, 3.0569, -1.0945)  0.000
C (4.0934, 2.8340, -0.1750)  -0.002
C (-1.3422, 1.9743, -2.4478)  0.044
C (-1.5088, 2.6122, -3.6672)  0.001
C (-2.7134, 2.4837, -4.3380)  0.001
C (-3.7454, 1.7254, -3.7912)  0.001
C (-3.5371, 1.0297, -2.6150)  -0.002
C (-2.3173, 1.1255, -1.9371)  -0.002
P (-1.9439, -0.0799, -0.6329)  0.225
C (-2.8380, 0.5111, 0.8392)  -0.043
C (-2.8704, 1.8968, 1.0286)  0.012
C (-3.4340, 2.4411, 2.1712)  -0.005
C (-3.9880, 1.6135, 3.1385)  0.013
C (-3.9601, 0.2374, 2.9627)  -0.002
C (-3.3734, -0.3137, 1.8308)  0.015
C (-2.7733, -1.5339, -1.3313)  -0.027
C (-3.9283, -2.1292, -0.8328)  0.013
C (-4.5180, -3.1862, -1.5136)  -0.003
C (-3.9780, -3.6372, -2.7079)  0.007
C (-2.8439, -3.0251, -3.2266)  -0.003
C (-2.2414, -1.9856, -2.5404)  0.006
H (-1.6524, 4.4721, -1.9659)  0.000
H (-1.3579, 6.4599, -0.5807)  0.000
H (0.3147, 6.4796, 1.2542)  0.000
H (1.5681, 4.4364, 1.7718)  0.002
H (4.1482, 1.6305, 2.1369)  0.000
H (4.6399, 2.1892, 4.4754)  0.000
H (2.8211, 2.8749, 6.0042)  0.000
H (0.4887, 2.9627, 5.1784)  0.000
H (-0.0110, 2.4448, 2.8345)  -0.006
H (2.2086, 0.6739, -1.9845)  0.007
H (3.9931, 1.0878, -3.6157)  0.000
H (5.8648, 2.6059, -3.0500)  0.000
H (5.9039, 3.7443, -0.8552)  0.000
H (4.1051, 3.3753, 0.7621)  0.000
H (-0.7057, 3.2221, -4.0605)  0.000
H (-2.8545, 2.9884, -5.2844)  0.000
H (-4.6946, 1.6494, -4.3036)  0.000
H (-4.3120, 0.3747, -2.2366)  0.001
H (-2.4689, 2.5593, 0.2699)  0.007
H (-3.4564, 3.5158, 2.2963)  0.000
H (-4.4488, 2.0392, 4.0201)  0.001
H (-4.4018, -0.4146, 3.7057)  0.000
H (-3.3354, -1.3900, 1.7396)  0.005
H (-4.4062, -1.7622, 0.0637)  0.001
H (-5.4158, -3.6417, -1.1170)  0.000
H (-4.4495, -4.4506, -3.2438)  0.000
H (-2.4305, -3.3588, -4.1695)  0.000
H (-1.3550, -1.5157, -2.9542)  0.005
N (-0.7856, -0.5150, 3.6288)  0.019
C (0.5175, -0.8413, 3.5707)  -0.023
N (1.1942, -0.9817, 2.4492)  0.076
C (2.5367, -1.2423, 2.7076)  0.016
C (2.8598, -1.3330, 4.0130)  0.011
S (1.4678, -1.0641, 4.9930)  0.013
C (3.4261, -1.3384, 1.5594)  0.030
C (4.7753, -1.4099, 1.5501)  0.010
S (5.3451, -1.6522, -0.0621)  0.010
C (3.7154, -1.6334, -0.6294)  -0.002
N (2.8235, -1.4107, 0.3145)  0.116
N (3.3911, -1.8167, -1.9238)  0.012
H (-1.3887, -0.7308, 2.8480)  0.011
H (-1.2397, -0.4898, 4.5267)  -0.005
H (3.8209, -1.5315, 4.4561)  -0.001
H (5.4588, -1.3750, 2.3816)  0.000
H (4.0960, -2.1241, -2.5713)  0.001
H (2.4277, -2.0643, -2.1078)  0.000
O (-0.8768, -2.3831, 1.1770)  0.129
C (-1.1180, -3.5397, 0.7913)  -0.005
C (-0.7039, -4.1608, -0.4316)  -0.040
C (-1.2120, -5.4442, -0.6883)  -0.007
C (-0.9031, -6.0678, -1.8651)  0.012
C (-0.0817, -5.4647, -2.8183)  -0.003
C (0.4213, -4.2077, -2.5894)  0.039
C (0.1250, -3.5214, -1.3971)  0.030
O (0.6415, -2.3387, -1.1938)  0.249
N (-1.4632, -7.4032, -2.1384)  -0.001
O (-1.1839, -7.9098, -3.2027)  0.002
O (-2.1526, -7.8994, -1.2729)  0.002
H (-1.7358, -4.1564, 1.4571)  0.007
H (-1.8471, -5.9442, 0.0314)  0.000
H (0.1378, -6.0010, -3.7311)  0.000
H (1.0381, -3.7223, -3.3342)  0.001

Properties
⟨S²⟩: 8.760
net charge: +2
orbital gap (alpha / beta): 7.394 / 5.708 eV
E_HOMO (alpha / beta): -12.8 / -13.0 eV
2S+1: 6

=====

Entry ii
This record from the Open Molecules 2025 dataset describes a molecular structure, C49H38N5O5P2RuS2. The level of theory is the ωB97M-V functional and the def2-TZVPD basis.

Last column: Mulliken spin population.
Positions of all 102 atoms, in Å:
Ru (-0.2455, -0.0949, -0.1756)  3.771
O (3.2792, -0.9747, 0.3416)  0.040
C (3.9085, 0.1272, 0.8967)  -0.013
C (5.2449, 0.4263, 0.7098)  -0.004
C (5.7692, 1.5467, 1.3413)  0.007
C (4.9740, 2.3398, 2.1564)  -0.004
C (3.6407, 2.0113, 2.3526)  0.008
C (3.0916, 0.9036, 1.7144)  0.007
P (1.4254, 0.2375, 1.9692)  0.246
C (0.6497, 1.3670, 3.1544)  0.051
C (0.1358, 0.9416, 4.3759)  0.012
C (-0.4492, 1.8569, 5.2421)  -0.002
C (-0.5248, 3.1962, 4.8957)  0.008
C (-0.0278, 3.6251, 3.6695)  0.001
C (0.5477, 2.7152, 2.7995)  0.034
C (1.7967, -1.2952, 2.8647)  -0.079
C (1.5964, -2.5187, 2.2386)  0.049
C (1.9571, -3.7000, 2.8692)  0.004
C (2.5360, -3.6586, 4.1287)  0.000
C (2.7693, -2.4369, 4.7489)  0.001
C (2.4105, -1.2576, 4.1181)  -0.005
C (3.7944, -1.4693, -0.8440)  0.011
C (4.7965, -2.4212, -0.8133)  -0.001
C (5.3269, -2.8738, -2.0123)  0.004
C (4.8576, -2.3677, -3.2178)  -0.001
C (3.8242, -1.4451, -3.2325)  -0.002
C (3.2604, -0.9935, -2.0369)  0.022
P (1.8127, 0.1170, -2.0161)  0.172
C (2.4269, 1.8219, -2.0243)  -0.093
C (3.7799, 2.1028, -1.8619)  0.001
C (4.2179, 3.4175, -1.7810)  -0.003
C (3.3128, 4.4629, -1.8775)  0.011
C (1.9642, 4.1920, -2.0701)  0.009
C (1.5222, 2.8810, -2.1356)  0.073
C (1.1000, -0.1991, -3.6657)  0.037
C (0.8080, 0.8018, -4.5863)  0.014
C (0.2363, 0.4786, -5.8122)  -0.004
C (-0.0278, -0.8436, -6.1352)  0.010
C (0.2864, -1.8510, -5.2301)  -0.006
C (0.8386, -1.5304, -4.0020)  0.013
H (5.8720, -0.1959, 0.0856)  0.000
H (6.8148, 1.7891, 1.2033)  0.000
H (5.3941, 3.2027, 2.6544)  0.000
H (3.0340, 2.6132, 3.0149)  0.002
H (0.1907, -0.1002, 4.6603)  0.001
H (-0.8328, 1.5206, 6.1967)  0.000
H (-0.9656, 3.9093, 5.5800)  0.000
H (-0.0842, 4.6711, 3.3962)  0.000
H (0.9357, 3.0587, 1.8447)  -0.017
H (1.1817, -2.5490, 1.2403)  0.005
H (1.8006, -4.6493, 2.3734)  0.000
H (2.8220, -4.5771, 4.6241)  0.000
H (3.2398, -2.4033, 5.7225)  0.000
H (2.6192, -0.3089, 4.5978)  0.001
H (5.1575, -2.7815, 0.1414)  0.000
H (6.1152, -3.6146, -2.0055)  0.000
H (5.2888, -2.7017, -4.1516)  0.000
H (3.4508, -1.0800, -4.1797)  0.001
H (4.5010, 1.3006, -1.8125)  0.003
H (5.2730, 3.6212, -1.6547)  0.000
H (3.6574, 5.4869, -1.8225)  0.000
H (1.2592, 5.0058, -2.1851)  0.000
H (0.4764, 2.6758, -2.3317)  0.007
H (1.0409, 1.8359, -4.3706)  0.001
H (0.0189, 1.2649, -6.5231)  0.000
H (-0.4607, -1.0907, -7.0957)  0.000
H (0.1024, -2.8874, -5.4824)  0.000
H (1.0826, -2.3223, -3.3035)  0.003
N (-1.3801, 3.4452, -0.2727)  0.019
C (-1.9287, 2.6726, 0.6806)  0.005
N (-1.6203, 1.4042, 0.8875)  0.085
C (-2.2950, 0.9151, 2.0088)  0.020
C (-3.0944, 1.8034, 2.6256)  0.008
S (-3.0658, 3.3138, 1.8000)  0.013
C (-2.1266, -0.4956, 2.3394)  0.027
C (-2.6249, -1.1641, 3.3966)  0.011
S (-2.3435, -2.8568, 3.2203)  0.011
C (-1.5721, -2.5646, 1.7061)  0.016
N (-1.4734, -1.2843, 1.3981)  0.104
N (-1.0981, -3.5560, 0.9333)  0.013
H (-0.9332, 2.9893, -1.0501)  0.016
H (-1.7299, 4.3764, -0.4195)  -0.003
H (-3.7279, 1.6517, 3.4833)  -0.001
H (-3.1671, -0.7788, 4.2437)  0.000
H (-1.3101, -4.5121, 1.1595)  0.000
H (-0.8774, -3.3112, -0.0242)  -0.001
O (-1.1954, 1.0311, -1.8669)  0.058
C (-1.8761, 0.5639, -2.8006)  -0.019
C (-2.1826, -0.8017, -3.0583)  -0.027
C (-2.9999, -1.0416, -4.1787)  -0.002
C (-3.3073, -2.3205, -4.5346)  0.007
C (-2.8209, -3.4104, -3.8090)  -0.001
C (-2.0076, -3.1979, -2.7250)  0.035
C (-1.6563, -1.8963, -2.3144)  0.015
O (-0.8222, -1.7584, -1.3153)  0.175
N (-4.1493, -2.5556, -5.7190)  -0.001
O (-4.4063, -3.7067, -5.9904)  0.001
O (-4.5206, -1.5798, -6.3346)  0.002
H (-2.2954, 1.2830, -3.5144)  0.004
H (-3.3853, -0.2195, -4.7682)  0.001
H (-3.0877, -4.4101, -4.1236)  0.001
H (-1.6015, -4.0385, -2.1777)  0.000

Properties
⟨S²⟩: 8.760
net charge: +2
orbital gap (alpha / beta): 7.163 / 5.872 eV
E_HOMO (alpha / beta): -12.7 / -13.0 eV
2S+1: 6

=====

Q: Which of them is the least stable? A: entry i.